(1)
ORCA calculation (the ωB97M-V functional and the def2-TZVPD basis) on a molecular structure, C4H9NS at a distorted geometry.

Values from the calculation:
* E_LUMO (alpha / beta): 0.22 / 0.22 eV
* total charge: 0
* ΔE to the lowest compared entry with this formula, charge and spin: 723.0 kJ/mol
* spin multiplicity: 1
* Kohn-Sham gap (alpha / beta): 6.95 / 6.96 eV
* DFT total energy: -610.478303 a.u.

Last column: Mulliken charge in e.
Positions of all 15 atoms, in Å:
1 C -1.214306 -1.253016 0.088030  -0.291
2 C -2.024174 0.577117 0.650739  -0.481
3 C 0.112568 1.511342 -0.714827  -0.793
4 C 1.947542 -1.055911 0.316597  -1.006
5 N -2.428437 -0.715741 0.398084  -0.032
6 S -0.234610 0.115172 0.543634  0.126
7 H -0.962955 -2.174202 -0.441853  0.352
8 H -2.390115 1.141562 1.543593  0.223
9 H -0.194386 2.530123 -0.361093  0.322
10 H 1.178866 1.499887 -0.762428  0.294
11 H -0.471910 1.347534 -1.624693  0.300
12 H 2.252048 -1.405940 1.358901  0.244
13 H 1.476649 -1.733669 -0.456073  0.266
14 H 2.798511 -0.396021 -0.080903  0.273
15 H -3.233914 -1.155478 0.709282  0.201

Cartesian forces, eV/Å:
1.14 -1.35 -0.02
-1.31 0.75 0.88
-0.78 0.38 0.93
-0.45 1.37 -0.31
3.23 2.69 -0.19
0.27 -0.42 -0.76
-0.24 0.53 0.08
-0.25 -0.57 -0.74
0.00 -1.11 0.32
0.68 -0.21 -0.68
0.58 -0.37 0.10
-0.94 0.07 -1.60
1.15 0.33 1.21
-1.41 -1.02 0.28
-1.66 -1.08 0.49

---

(2)
ORCA calculation (the ωB97M-V functional and the def2-TZVPD basis) on C6H6 in the gas phase.

Values from the calculation:
* E_LUMO: 0.98 eV
* total charge: 0
* ΔE to the lowest compared entry with this formula, charge and spin: 347.7 kJ/mol
* spin multiplicity: 1
* Kohn-Sham gap: 10.23 eV
* DFT total energy: -232.093909 a.u.
* structure (SMILES): C#CC#CCC

Last column: Mulliken charge in e.
Positions of all 12 atoms, in Å:
1 C -0.130520 -3.491273 1.463165  -0.062
2 C -0.447751 -2.377285 1.128017  -0.334
3 C -0.608735 -1.054806 0.764653  0.380
4 C -0.481579 0.115207 0.491182  -0.337
5 C -0.037539 1.449565 0.092526  -0.474
6 C 0.278934 1.480842 -1.406677  -1.081
7 H 0.237101 -4.442339 1.773799  0.447
8 H -0.762946 2.222850 0.366315  0.282
9 H 0.874098 1.652427 0.669376  0.226
10 H 0.708170 2.444740 -1.694164  0.324
11 H 0.996920 0.692404 -1.652575  0.321
12 H -0.626153 1.307666 -1.995616  0.309

Cartesian forces, eV/Å:
-0.06 0.38 -0.09
0.16 -0.39 0.16
0.21 0.44 -0.05
0.08 -0.53 0.14
-0.01 0.03 0.03
0.01 0.03 -0.11
-0.22 0.04 -0.06
0.03 -0.15 -0.07
-0.14 0.06 -0.08
-0.08 -0.10 0.04
-0.10 0.14 0.02
0.13 0.04 0.07

---

(3)
ORCA calculation (the ωB97M-V functional and the def2-TZVPD basis) on C6H11N in the gas phase at a distorted geometry.

Values from the calculation:
* E_LUMO: 0.69 eV
* total charge: 0
* ΔE to the lowest compared entry with this formula, charge and spin: 374.6 kJ/mol
* spin multiplicity: 1
* Kohn-Sham gap: 8.73 eV
* DFT total energy: -289.829005 a.u.
* structure (SMILES): C=C/C=C(\C)NC

Last column: Mulliken charge in e.
Positions of all 18 atoms, in Å:
1 C 1.073764 -1.696036 2.499473  -0.823
2 C 0.607669 -0.657077 1.655024  0.005
3 C -0.138400 -0.752963 0.358502  -0.331
4 C 0.104652 0.323059 -0.541070  0.559
5 C 1.239657 1.329342 -0.482775  -1.502
6 N -0.596943 0.180844 -1.768427  -0.416
7 C -2.039546 0.663661 -1.619044  -0.735
8 H 1.654577 -1.571320 3.380469  0.308
9 H 0.778275 -2.733276 2.157749  0.194
10 H 0.953642 0.437852 1.902523  0.094
11 H -0.749732 -1.734731 0.230205  0.242
12 H 2.138032 0.919750 -0.045352  0.419
13 H 0.930172 1.899682 0.409032  0.345
14 H 1.558034 1.862544 -1.338512  0.364
15 H -0.468573 -0.820581 -1.725749  0.385
16 H -2.625191 -0.253754 -1.742900  0.304
17 H -2.089808 1.271052 -0.839524  0.335
18 H -2.330283 1.331951 -2.489624  0.253

Cartesian forces, eV/Å:
-2.67 1.25 -4.05
2.14 -0.59 2.08
1.70 1.68 0.80
0.11 -3.41 0.87
-1.10 -0.77 3.27
-0.17 0.82 -0.03
1.50 -2.58 -5.87
0.27 0.26 0.45
0.49 1.14 0.75
-0.75 -2.27 -0.21
0.78 2.27 -0.33
0.35 -0.82 -0.17
0.25 1.16 -0.66
-0.65 0.61 -0.95
-1.48 -0.36 -1.50
-0.55 0.62 0.92
-0.76 1.87 4.00
0.55 -0.87 0.62

---

(4)
ORCA calculation (the ωB97M-V functional and the def2-TZVPD basis) on a molecular structure, C17H25As2BaN4O5 at a distorted geometry.

Values from the calculation:
* E_LUMO: -2.67 eV
* total charge: +1
* spin multiplicity: 1
* Kohn-Sham gap: 8.80 eV
* DFT total energy: -5754.755209 a.u.

Last column: Mulliken charge in e.
Positions of all 54 atoms, in Å:
1 Ba 0.554801 -0.568983 0.204412  2.004
2 C -0.269928 -1.280852 -4.177126  -1.300
3 As 0.136657 -1.882988 -2.394400  0.532
4 C -1.591849 -2.670198 -1.891234  -1.083
5 C 1.080302 -3.554588 -2.764888  -0.099
6 C 0.895745 -4.259535 -3.946483  -0.372
7 C 1.492709 -5.503634 -4.137926  -0.805
8 C 2.276086 -6.074744 -3.148011  -0.762
9 C 2.478381 -5.392455 -1.958477  -0.520
10 C 1.892600 -4.138081 -1.770472  0.171
11 As 2.309231 -3.247134 -0.136031  1.421
12 C 3.182195 -4.454778 1.012347  -1.348
13 C 3.505218 -1.781668 -0.513293  -0.988
14 H -0.997020 -1.933249 -4.652173  0.398
15 H 0.643130 -1.241985 -4.763774  0.427
16 H -0.683571 -0.279706 -4.096554  0.392
17 H -1.910880 -3.327819 -2.692809  0.492
18 H -2.314648 -1.875713 -1.725887  0.398
19 H -1.481281 -3.232378 -0.967758  0.338
20 H 0.277863 -3.842405 -4.730228  0.314
21 H 1.332983 -6.036758 -5.067228  0.408
22 H 2.724112 -7.049462 -3.295843  0.409
23 H 3.092972 -5.852625 -1.199903  0.400
24 H 4.187318 -4.637563 0.644044  0.455
25 H 2.614828 -5.376160 1.040090  0.453
26 H 3.198814 -3.980465 1.983916  0.372
27 H 4.183863 -2.148152 -1.278475  0.489
28 H 4.034081 -1.570715 0.407169  0.395
29 H 3.026716 -0.876817 -0.874409  0.403
30 N -2.106112 3.331404 0.676175  -0.702
31 N -2.366529 1.964143 0.546250  0.046
32 C -1.435800 1.055845 0.159337  0.606
33 O -1.690078 -0.205721 0.326590  -0.913
34 O -0.331288 1.473017 -0.331526  -0.868
35 H -2.255909 3.756637 -0.235040  0.256
36 H -1.125433 3.467114 0.915772  0.288
37 H -3.110299 1.605498 1.127613  0.250
38 N 1.231192 1.517619 6.824696  -0.376
39 C 0.767198 1.650659 5.556266  0.423
40 O -0.392794 1.905961 5.304068  -0.608
41 C 1.743913 1.468637 4.427801  -0.041
42 C 3.107265 1.655376 4.505790  -0.267
43 C 3.889141 1.475232 3.375420  -0.866
44 C 3.258410 1.113891 2.205930  -0.555
45 N 1.933646 0.934431 2.107092  0.012
46 C 1.199029 1.110275 3.207784  -0.002
47 H 0.569970 1.628004 7.574530  0.240
48 H 2.162860 1.204991 7.035371  0.176
49 H 3.570399 1.969096 5.435360  0.403
50 H 4.960290 1.625261 3.393282  0.420
51 H 3.833459 0.983996 1.294301  0.464
52 H 0.122724 0.996482 3.136390  0.519
53 O 1.579362 -2.001473 1.629849  -0.726
54 O 0.779795 -2.767755 0.623639  -0.573

Cartesian forces, eV/Å:
1.82 3.61 -0.18
-0.07 0.02 -0.16
-0.15 -0.93 -1.30
0.24 0.14 0.00
0.10 -0.36 0.29
0.15 -0.15 0.05
-0.05 0.04 -0.08
-0.04 0.02 -0.06
-0.14 0.17 -0.16
-0.16 -0.14 -0.32
-0.45 -0.07 -0.07
0.10 -0.08 0.14
-0.09 -0.12 0.10
-0.04 -0.01 -0.10
0.05 0.04 -0.09
-0.05 0.07 -0.06
-0.09 -0.10 -0.07
-0.01 0.06 -0.01
0.01 -0.05 0.06
-0.02 -0.03 -0.03
0.00 0.04 0.02
-0.02 0.06 0.00
0.04 0.01 0.11
0.11 -0.03 0.00
-0.07 -0.16 0.08
0.05 0.00 0.20
0.08 -0.04 -0.09
0.11 0.06 0.12
0.02 -0.12 -0.14
0.09 0.17 -0.33
-0.18 -0.59 0.38
-0.61 0.47 -0.48
-1.80 1.61 0.07
-1.82 1.95 -0.17
0.11 0.07 0.16
-0.18 -0.09 -0.04
0.05 0.08 -0.06
0.18 0.02 -0.20
-0.14 0.09 0.12
0.00 -0.03 0.06
-0.18 -0.06 0.26
0.37 0.10 0.32
0.05 0.05 0.08
-0.33 -0.01 -0.16
0.32 0.12 0.45
0.23 0.05 -0.55
0.01 0.00 0.02
-0.11 0.01 -0.01
-0.01 -0.02 -0.04
-0.04 0.01 0.04
-0.03 -0.01 0.00
-0.01 -0.07 -0.06
0.94 -1.98 1.56
1.66 -3.88 0.32